Entry from the OMol25 dataset: 18 unconnected molecules or ions with the total composition C42H120N12O18 at a distorted geometry (ωB97M-V/def2-TZVPD).

The geometry in ORCA input format:
```
! wB97M-V def2-TZVPD RIJCOSX def2/J DEFGRID3
* xyz 0 1
H 2.479 -6.791 0.665
H -0.103 1.526 7.003
H -0.211 -4.379 -0.664
H -0.851 7.891 -2.182
O -0.753 8.769 0.921
C -1.107 7.935 0.000
C -5.349 -2.394 0.502
H -1.691 -0.471 2.222
H 0.790 -6.637 0.769
O 6.687 -3.763 -1.579
H -1.451 -7.363 2.501
H 4.625 -2.258 0.028
H -4.818 -2.631 -0.420
H -1.862 -0.894 6.968
H 0.528 2.361 2.891
O 2.726 3.009 -1.971
H 5.712 1.539 -1.214
C -3.305 -3.123 1.683
H -2.180 7.992 -0.183
O -0.164 -3.625 -1.255
H 1.671 -5.450 -3.329
C -3.807 1.682 -4.378
H 2.514 5.551 -2.477
H -3.897 2.308 1.523
H 2.756 0.531 1.802
H 0.697 7.857 -1.350
H -1.159 6.241 1.412
C 3.778 -1.648 0.340
H -0.783 2.730 -3.059
H -5.975 -1.502 0.495
H 7.686 -1.150 -2.980
H 1.959 -0.996 1.897
H 4.757 -3.316 -3.588
H -1.517 2.182 5.551
H -3.125 -7.136 2.215
H -0.095 0.178 2.115
H 0.618 3.284 -0.238
H 4.092 1.231 -6.745
H 8.308 -2.716 -3.348
H 0.899 -3.772 2.683
H -4.243 4.012 1.040
C -1.621 -1.421 -5.419
H -5.044 -2.518 2.640
O -1.588 -1.119 -0.472
H 2.066 -0.613 -6.623
H -7.151 3.343 -0.768
H 2.328 -4.037 -2.582
O -0.582 2.380 5.461
H -1.107 8.389 1.728
C -1.583 2.016 -3.257
H -1.504 -5.568 -2.254
H -3.017 2.915 0.139
O 5.857 2.695 1.559
H -0.259 -3.540 -5.950
H -1.798 -4.237 -3.375
H -3.181 -6.586 -1.078
H -7.028 1.922 0.195
C 6.412 -2.550 -2.310
H 6.224 -3.721 -4.264
H -0.692 -1.295 -4.864
C -0.822 -2.576 6.490
C -0.324 8.234 -1.292
H -1.468 0.827 1.107
C 1.960 -5.137 1.639
H 1.724 4.100 0.844
C 4.025 -1.201 1.759
C -1.595 -2.009 -6.775
H 0.845 0.280 -6.047
O 3.135 -4.780 1.730
N -5.070 0.205 4.078
H -1.193 5.755 -0.319
H 5.752 -2.076 -4.271
C 2.614 3.945 -0.919
O 0.234 -3.211 6.382
H -4.587 -0.224 3.301
N -0.046 1.516 8.011
C -4.909 -0.369 5.243
N 1.692 -6.337 1.107
H 3.595 0.538 -3.364
H -1.331 -4.217 -7.117
H 0.310 6.333 0.281
C -2.035 -6.751 0.553
H 3.574 4.245 -0.499
H -0.717 1.781 8.719
H 3.792 -0.881 -0.434
H 4.510 2.394 -0.202
C -2.600 2.573 -4.235
H 1.803 0.836 -7.422
H -5.581 4.137 -1.284
H 1.787 0.668 -3.312
H 1.898 3.027 -2.457
H -2.693 -3.128 0.781
C 2.743 1.052 -5.308
C -0.974 -0.056 1.514
C 7.838 -2.141 -2.551
O 4.426 -2.274 2.542
H -2.781 -2.785 2.577
H -2.300 2.801 -5.257
H 5.859 -1.806 -1.737
C 1.530 -4.774 -2.486
H -2.091 -2.141 -4.749
O 1.640 1.307 9.478
N -3.140 -6.928 -0.129
H -1.254 2.548 2.707
H 7.497 1.231 -0.601
C -0.805 -3.297 -6.862
C 2.656 0.328 -3.875
H 0.716 -0.510 -1.472
O -4.202 -1.322 5.517
H -5.465 1.332 5.963
C -0.767 6.439 0.414
C -1.047 -4.944 -3.022
H 0.031 4.579 6.223
C 2.798 -0.434 2.306
H -1.930 -4.026 5.834
O -1.137 -6.027 0.228
H 1.354 1.416 6.421
H -2.770 -2.468 5.938
N 7.363 1.566 0.343
H 2.281 2.032 -5.192
C -5.059 2.654 -0.393
C 0.366 4.368 5.208
H 0.246 5.281 4.625
H -0.637 -5.516 -3.854
H -5.512 -0.035 7.050
N 0.868 -4.512 1.996
N -5.503 0.334 6.110
C 0.092 -4.080 -2.558
C 6.190 1.975 0.595
H -2.102 -0.444 -5.481
C 1.667 3.357 0.048
N -0.982 -1.384 7.036
H -3.422 -4.193 1.857
H -3.288 -0.802 1.160
H -0.066 -3.182 -7.655
H -1.921 1.559 -2.327
O -4.777 3.618 -1.355
H -2.616 -2.300 -7.021
H -0.125 -0.934 7.324
N -1.968 -3.056 6.113
H 0.271 0.998 -0.706
H 2.605 -0.760 -3.829
O -4.049 -0.868 1.742
H -1.523 3.815 4.508
H 8.481 -2.044 -1.676
H -0.042 -4.567 1.561
C -0.337 2.993 3.092
N 1.816 1.074 7.251
C -0.433 -0.808 0.291
C -0.540 3.344 4.528
C 0.572 -0.030 -0.504
H 4.829 -0.470 1.668
C 2.017 5.242 -1.557
H 0.202 -3.273 -3.282
C 5.785 -2.954 -3.626
O -1.188 -1.161 -7.855
H -1.147 1.080 -3.605
H 1.634 -5.389 -1.593
H -4.711 2.267 -4.545
H -1.771 -0.401 -7.917
C -3.947 3.020 0.699
H 2.745 0.679 7.268
H 0.987 5.208 -1.914
N 5.304 1.782 -0.323
H -0.282 9.312 -1.444
O -2.863 3.847 -3.695
C -6.535 2.874 0.000
H -1.486 -1.918 -0.994
H -4.867 1.728 -0.935
H -6.058 -3.215 0.606
H -5.326 1.180 4.021
H 3.810 -2.957 2.265
H 7.972 1.381 1.127
H 0.075 -1.691 0.676
H 1.523 -0.105 0.022
O 4.095 1.117 -5.792
H 2.042 2.367 0.310
H 2.117 6.066 -0.851
H -6.612 3.611 0.800
H -3.774 0.998 -5.226
H 7.527 -3.697 -1.118
C 1.187 1.335 8.366
C -4.504 -2.240 1.735
H -0.267 3.913 2.512
C 1.861 0.436 -6.410
H 2.904 -0.474 3.391
H -3.488 3.685 -2.985
H -4.095 1.091 -3.509
H 2.793 -2.086 0.179
N -2.193 -7.214 1.833
H 1.443 4.202 5.171
H -3.931 -7.477 0.176
*
```

The value obtained for the lowest unoccupied orbital energy is -0.40 eV. Its highest occupied orbital energy is -0.3301 Eh. The orbital gap comes out at 0.31531 Eh.

Entry from the OMol25 dataset: a molecular structure, C13H14N2W at a distorted geometry (ωB97M-V/def2-TZVPD).

The geometry in ORCA input format:
```
! wB97M-V def2-TZVPD RIJCOSX def2/J DEFGRID3
* xyz 2 3
H 2.235 -1.650 0.685
H -1.706 -0.737 -2.428
C -1.652 3.031 1.978
C -0.954 1.925 1.487
C -2.842 3.238 -0.157
C 4.153 -1.560 3.494
C 2.564 -1.356 1.674
H 3.793 -0.295 5.200
N 0.723 0.233 1.808
C 2.304 -0.007 3.672
H -3.563 3.761 -0.772
H -1.463 3.394 2.979
C 3.449 -0.594 4.218
H -3.074 0.260 -3.063
H 1.239 0.343 -1.042
W 0.000 0.000 0.000
H -3.129 4.541 1.540
C -1.242 1.501 0.144
H 4.259 -2.686 1.663
H -3.363 -1.355 -2.102
C -2.726 -0.771 -2.831
H -2.778 -1.346 -3.769
H 5.042 -2.009 3.916
C 3.710 -1.942 2.224
H 1.777 0.748 4.242
C -2.594 3.681 1.158
C -2.157 2.133 -0.681
H -2.327 1.803 -1.689
N 0.096 1.225 2.296
C 1.855 -0.385 2.393
*
```

The value obtained for the lowest unoccupied orbital energy (alpha / beta) is -10.54 / -9.84 eV. Its highest occupied orbital energy (alpha / beta) is -0.5990 / -0.5996 Eh. Its expectation value of S² is 2.10. For the relative energy (zero: lowest compared OMol25 entry of this formula, charge and spin), the calculation gives 0.0 kcal per mole. The orbital gap (alpha / beta) comes out at 0.21151 / 0.23808 Eh.